P.
Molecular formula: C4H2Cl2
Method: DFT, wB97M-V/def2-TZVPD

Cartesian coordinates (Å):
C1 2.03 -0.45 1.30
C2 1.39 0.12 0.28
C3 0.91 0.58 -0.78
C4 -2.21 -0.35 -0.81
Cl1 -2.89 1.14 -0.69
Cl2 -1.59 -0.83 0.64
H1 1.49 -1.16 1.78
H2 0.86 0.95 -1.72

Calculated values
- HOMO (alpha / beta): -8.816 / -8.814 eV
- LUMO level (alpha / beta): -0.0647 / -0.0647 Eh
- M: 120.97 g/mol
- Frontier orbital gap (alpha / beta): 7.0543 / 7.0540 eV
- Charge: 0

Q.
Molecular formula: C4H2Cl2
Method: DFT, wB97M-V/def2-TZVPD

Cartesian coordinates (Å):
C1 -2.47 -1.72 -1.45
C2 -1.53 -0.93 -1.24
C3 -0.54 -0.01 -1.04
C4 0.37 0.18 -0.05
Cl1 1.41 1.48 0.00
Cl2 0.29 -0.52 1.52
H1 -3.41 -2.39 -1.46
H2 -0.54 0.87 -1.69

Calculated values
- HOMO: -8.980 eV
- LUMO level: -0.0022 Eh
- M: 120.97 g/mol
- Frontier orbital gap: 8.9211 eV
- Charge: 0
- Structure (SMILES): C#CC=C(Cl)Cl

Computed relative energies in units of kcal/mol: P 132.9; Q 0.0

P.
Molecular formula: CH6O2Si
Method: DFT, wB97M-V/def2-TZVPD

Cartesian coordinates (Å):
C1 -2.54 0.02 0.09
O1 1.51 1.31 0.42
O2 1.90 -1.21 0.37
Si1 1.22 0.01 -0.39
H1 -2.56 0.40 1.18
H2 -2.91 0.65 -0.60
H3 -2.80 -0.96 -0.01
H4 2.31 1.83 0.83
H5 2.03 -2.01 -0.17
H6 1.84 -0.05 -1.71

Calculated values
- HOMO (alpha / beta): -8.910 / -7.254 eV
- LUMO level (alpha / beta): -0.0025 / 0.0110 Eh
- M: 78.14 g/mol
- Frontier orbital gap (alpha / beta): 8.8411 / 7.5545 eV
- Charge: 0

Q.
Molecular formula: CH6O2Si
Method: DFT, wB97M-V/def2-TZVPD

Cartesian coordinates (Å):
O1 0.39 3.13 -2.34
Si1 1.35 2.26 -1.59
O2 2.89 2.75 -1.33
H1 1.00 1.14 -0.72
H2 3.37 3.20 -2.05
C1 -1.20 -1.28 0.73
H3 -1.43 -1.18 1.68
H4 -2.09 -1.18 0.13
H5 -0.73 -2.11 0.43
H6 -0.63 -0.44 0.41

Calculated values
- HOMO: -10.810 eV
- LUMO level: -0.0008 Eh
- M: 78.14 g/mol
- Frontier orbital gap: 10.7890 eV
- Charge: 0
- Structure (SMILES): O=[SiH]O.C

Computed relative energies in units of kcal/mol: P 62.7; Q 0.0

P.
Molecular formula: C18H26CuNO6S2Si2
Method: DFT, wB97M-V/def2-TZVPD

Cartesian coordinates (Å):
Cu1 0.43 -11.53 9.26
C1 -2.39 -11.36 14.37
Si1 -2.14 -11.67 12.55
C2 -1.82 -13.54 12.52
C3 -3.77 -11.37 11.66
C4 -0.71 -10.92 11.76
C5 0.60 -11.39 11.97
C6 1.14 -11.74 13.25
C7 2.42 -12.15 13.41
C8 3.33 -12.10 12.32
C9 2.77 -11.74 11.12
N1 1.48 -11.42 10.93
Si2 -0.85 -9.36 10.77
C10 -1.59 -9.24 8.96
C11 0.76 -8.44 10.57
C12 -2.06 -8.20 11.71
H1 -3.13 -12.06 14.74
H2 -2.71 -10.34 14.52
H3 -1.50 -11.48 14.98
H4 -2.38 -14.15 13.22
H5 -0.77 -13.70 12.72
H6 -1.85 -14.06 11.50
H7 -4.50 -12.15 11.83
H8 -3.57 -11.51 10.58
H9 -4.26 -10.36 11.70
H10 0.40 -11.58 14.02
H11 2.72 -12.37 14.42
H12 4.35 -12.23 12.41
H13 3.27 -11.67 10.17
H14 -1.06 -9.90 8.24
H15 -1.54 -8.20 8.52
H16 -2.63 -9.55 8.96
H17 1.22 -8.95 9.68
H18 1.43 -8.62 11.38
H19 0.66 -7.35 10.23
H20 -3.13 -8.37 11.54
H21 -1.91 -7.09 11.50
H22 -2.02 -8.39 12.78
O1 2.59 -12.03 5.57
S1 2.25 -12.07 6.94
O2 3.39 -12.02 7.83
O3 1.22 -11.16 7.34
C13 1.63 -13.76 7.20
C14 2.69 -14.70 7.31
C15 2.46 -16.04 7.53
C16 1.14 -16.48 7.82
C17 0.11 -15.59 7.68
C18 0.31 -14.25 7.32
S2 -1.22 -13.27 7.49
O4 -2.30 -14.23 7.38
O5 -1.22 -12.21 6.54
O6 -1.04 -12.83 8.91
H23 3.66 -14.32 7.11
H24 3.22 -16.81 7.51
H25 0.97 -17.50 8.09
H26 -0.90 -15.84 8.02

Calculated values
- HOMO: -1.141 eV
- LUMO level: 0.1804 Eh
- M: 536.26 g/mol
- Frontier orbital gap: 6.0497 eV
- Charge: -2

Q.
Molecular formula: C18H26CuNO6S2Si2
Method: DFT, wB97M-V/def2-TZVPD

Cartesian coordinates (Å):
Cu1 0.57 0.11 -1.04
C1 -3.39 0.15 3.10
Si1 -2.50 -0.32 1.42
C2 -1.47 -1.74 2.04
C3 -3.69 -0.94 0.15
C4 -1.37 0.96 0.80
C5 -0.11 1.28 1.35
C6 0.16 1.67 2.69
C7 1.34 2.25 3.03
C8 2.35 2.44 2.09
C9 2.16 1.89 0.86
N1 1.00 1.30 0.48
Si2 -1.71 1.69 -0.86
C10 -1.82 0.73 -2.50
C11 -0.58 3.17 -1.27
C12 -3.46 2.55 -0.84
H1 -4.19 -0.56 3.34
H2 -3.75 1.16 3.14
H3 -2.70 0.05 3.95
H4 -2.08 -2.60 2.43
H5 -0.88 -1.49 2.95
H6 -0.75 -2.14 1.35
H7 -4.48 -1.57 0.66
H8 -3.25 -1.51 -0.67
H9 -4.24 -0.12 -0.33
H10 -0.71 1.67 3.36
H11 1.43 2.69 4.01
H12 3.24 2.93 2.31
H13 2.95 1.76 0.08
H14 -0.90 0.44 -3.08
H15 -2.39 1.44 -3.12
H16 -2.44 -0.21 -2.40
H17 0.36 2.76 -1.67
H18 -0.46 3.87 -0.38
H19 -1.00 3.78 -2.10
H20 -4.32 2.13 -0.27
H21 -3.80 2.61 -1.87
H22 -3.39 3.61 -0.52
O1 3.24 -1.02 -4.13
S1 3.07 -0.31 -2.90
O2 4.15 0.61 -2.59
O3 1.77 0.33 -2.71
C13 3.21 -1.55 -1.58
C14 4.42 -1.59 -0.83
C15 4.62 -2.49 0.20
C16 3.60 -3.35 0.58
C17 2.43 -3.38 -0.15
C18 2.27 -2.52 -1.26
S2 0.65 -2.75 -2.01
O4 0.23 -4.13 -1.70
O5 0.75 -2.38 -3.40
O6 -0.18 -1.81 -1.21
H23 5.15 -0.88 -1.08
H24 5.53 -2.45 0.72
H25 3.78 -4.15 1.30
H26 1.60 -4.05 0.09

Calculated values
- HOMO: -1.144 eV
- LUMO level: 0.1809 Eh
- M: 536.26 g/mol
- Frontier orbital gap: 6.0674 eV
- Charge: -2

Computed relative energies in units of kcal/mol: P 6.2; Q 0.0

P.
Molecular formula: H13O6S
Method: DFT, wB97M-V/def2-TZVPD

Cartesian coordinates (Å):
S1 1.03 -0.63 0.51
H1 1.11 -1.68 -0.34
H2 -0.02 1.18 -1.02
H3 -0.51 2.22 -2.00
O1 0.10 1.49 -1.93
H4 -1.78 0.35 2.82
H5 -0.67 0.34 1.77
O2 -1.43 0.84 2.06
H6 3.44 -0.98 -2.99
H7 4.06 -0.72 -1.67
O3 4.28 -1.06 -2.52
H8 -0.77 -2.50 1.50
H9 -0.74 -3.63 0.53
O4 -1.30 -3.24 1.16
H10 0.05 2.79 1.21
H11 0.30 4.20 0.46
O5 0.23 3.72 1.28
H12 -2.36 -0.35 0.35
H13 -2.21 -1.36 -0.90
O6 -2.81 -0.98 -0.27

Calculated values
- HOMO: -4.257 eV
- LUMO level: 0.1221 Eh
- M: 141.16 g/mol
- Frontier orbital gap: 7.5782 eV
- Charge: -1

Q.
Molecular formula: H13O6S
Method: DFT, wB97M-V/def2-TZVPD

Cartesian coordinates (Å):
S1 -1.29 3.11 -3.56
H1 0.11 1.96 -2.95
H2 -1.17 1.74 -1.82
H3 -2.46 1.62 -0.99
O1 -1.53 1.35 -0.98
H4 1.42 0.47 0.89
H5 1.59 1.24 2.21
O2 1.28 0.40 1.87
H6 -0.56 0.09 1.66
H7 -1.52 0.45 0.50
O3 -1.44 -0.14 1.30
H8 1.75 -1.66 1.72
H9 0.86 -2.69 1.05
O4 1.80 -2.54 1.32
H10 0.75 0.94 -1.35
H11 2.15 0.28 -1.21
O5 1.32 0.45 -0.75
H12 -1.16 -1.73 0.83
H13 -0.98 -2.67 -0.34
O6 -0.89 -2.67 0.62

Calculated values
- HOMO: -4.168 eV
- LUMO level: 0.1075 Eh
- M: 141.16 g/mol
- Frontier orbital gap: 7.0947 eV
- Charge: -1

Computed relative energies in units of kcal/mol: P 0.0; Q 25.8

P.
Molecular formula: C20H24AsF6N6O2S2Tl
Method: DFT, wB97M-V/def2-TZVPD

Cartesian coordinates (Å):
Tl1 0.59 0.08 0.15
C1 2.61 -2.62 -2.10
C2 1.25 -2.16 -2.53
C3 0.11 -2.62 -1.87
C4 -1.15 -2.15 -2.22
C5 -1.29 -1.21 -3.23
C6 -0.16 -0.72 -3.87
C7 1.09 -1.20 -3.53
H1 3.27 -2.74 -2.97
H2 2.56 -3.56 -1.55
H3 3.05 -1.90 -1.41
H4 0.22 -3.31 -1.04
H5 -2.02 -2.50 -1.67
H6 -2.27 -0.83 -3.49
H7 -0.25 0.06 -4.62
H8 1.97 -0.80 -4.01
S1 -0.67 1.94 2.25
C8 -1.56 0.89 3.35
C9 -1.53 1.31 4.72
N1 -1.40 1.67 5.81
C10 -2.17 -0.29 3.01
S2 -2.16 -1.06 1.47
C11 -2.88 -0.98 4.06
N2 -3.48 -1.53 4.88
N3 1.61 2.02 4.52
C12 2.92 2.21 4.58
N4 3.47 2.43 5.83
N5 3.75 2.23 3.57
C13 3.29 1.99 2.35
N6 2.97 1.81 1.25
H9 1.03 2.16 5.34
H10 1.10 2.09 3.63
H11 2.97 2.03 6.60
H12 4.46 2.27 5.84
C14 -2.48 1.73 -1.08
As1 -1.47 3.11 -1.95
C15 -1.39 4.55 -0.66
C16 -2.67 3.74 -3.34
O1 -0.01 2.76 -2.61
H13 -3.52 2.04 -1.05
H14 -2.12 1.58 -0.06
H15 -2.37 0.80 -1.63
H16 -2.39 4.92 -0.44
H17 -0.76 5.35 -1.06
H18 -0.94 4.15 0.25
H19 -3.56 4.21 -2.92
H20 -2.96 2.88 -3.95
H21 -2.13 4.45 -3.97
C17 1.79 -1.66 3.27
C18 2.18 -2.48 2.03
O2 1.82 -1.91 0.87
C19 1.50 -3.87 2.15
F1 1.66 -4.62 1.04
F2 1.98 -4.63 3.18
F3 0.18 -3.75 2.35
C20 3.72 -2.67 2.05
F4 4.34 -1.51 1.81
F5 4.16 -3.54 1.12
F6 4.22 -3.12 3.24
H22 0.73 -1.41 3.19
H23 2.37 -0.73 3.26
H24 1.98 -2.19 4.21

Calculated values
- HOMO: -1.282 eV
- LUMO level: 0.1593 Eh
- M: 837.88 g/mol
- Frontier orbital gap: 5.6176 eV
- Charge: -2

Q.
Molecular formula: C20H24AsF6N6O2S2Tl
Method: DFT, wB97M-V/def2-TZVPD

Cartesian coordinates (Å):
Tl1 -0.29 -0.10 0.52
C1 -4.13 -1.34 -2.27
C2 -2.72 -1.86 -2.25
C3 -2.36 -2.87 -1.37
C4 -1.06 -3.32 -1.30
C5 -0.08 -2.75 -2.10
C6 -0.43 -1.75 -2.99
C7 -1.74 -1.33 -3.08
H1 -4.33 -0.82 -1.33
H2 -4.85 -2.15 -2.37
H3 -4.26 -0.63 -3.08
H4 -3.11 -3.29 -0.71
H5 -0.80 -4.12 -0.62
H6 0.95 -3.08 -2.02
H7 0.33 -1.29 -3.62
H8 -2.02 -0.56 -3.79
S1 -2.37 1.66 1.73
C8 -1.79 2.05 3.34
C9 -2.57 2.98 4.02
N1 -3.23 3.79 4.53
C10 -0.65 1.56 3.95
S2 0.61 0.60 3.25
C11 -0.46 1.81 5.31
N2 -0.26 1.93 6.45
N3 3.92 0.57 1.04
C12 4.25 1.31 -0.01
N4 5.59 1.57 -0.23
N5 3.41 1.91 -0.81
C13 2.13 1.84 -0.66
N6 0.98 1.90 -0.68
H9 4.68 0.17 1.57
H10 3.08 -0.09 0.94
H11 6.23 0.86 0.11
H12 5.81 1.93 -1.15
C14 -2.82 3.12 -3.35
As1 -2.52 2.54 -1.47
C15 -4.36 2.63 -0.79
C16 -1.44 3.97 -0.71
O1 -1.92 1.06 -1.57
H13 -3.36 4.06 -3.42
H14 -3.39 2.33 -3.85
H15 -1.86 3.21 -3.85
H16 -4.83 3.58 -1.03
H17 -4.35 2.48 0.29
H18 -4.91 1.81 -1.25
H19 -1.71 4.93 -1.14
H20 -0.39 3.73 -0.89
H21 -1.61 3.97 0.37
C17 2.88 -2.11 2.87
C18 2.75 -2.44 1.36
O2 2.37 -1.45 0.57
C19 1.80 -3.67 1.24
F1 1.83 -4.23 0.02
F2 2.13 -4.69 2.08
F3 0.53 -3.39 1.51
C20 4.14 -3.00 0.87
F4 5.15 -2.15 1.14
F5 4.19 -3.19 -0.45
F6 4.53 -4.18 1.42
H22 1.97 -1.59 3.18
H23 3.71 -1.43 3.02
H24 3.02 -3.01 3.46

Calculated values
- HOMO: -1.046 eV
- LUMO level: 0.1608 Eh
- M: 837.88 g/mol
- Frontier orbital gap: 5.4219 eV
- Charge: -2

Computed relative energies in units of kcal/mol: P 0.0; Q 18.4

P.
Molecular formula: C4H11O4
Method: DFT, wB97M-V/def2-TZVPD

Cartesian coordinates (Å):
O1 -1.15 -3.85 -1.16
C1 -0.48 -3.15 -0.50
C2 -0.85 -1.65 -0.23
C3 0.22 -0.68 -0.73
C4 0.04 0.92 -0.89
O2 0.70 1.42 0.19
H1 0.53 -3.44 -0.17
H2 -0.89 -1.42 0.89
H3 -1.88 -1.37 -0.60
H4 1.13 -0.71 -0.03
H5 0.56 -1.09 -1.68
H6 0.55 1.14 -1.90
H7 -0.85 1.43 -1.19
H8 0.36 4.02 -0.16
H9 0.15 2.80 0.82
O3 -0.14 3.87 0.63
H10 0.70 0.67 1.36
H11 0.56 0.96 2.90
O4 0.74 0.15 2.45

Calculated values
- HOMO: -4.727 eV
- LUMO level: 0.1343 Eh
- M: 123.13 g/mol
- Frontier orbital gap: 8.3816 eV
- Charge: -1

Q.
Molecular formula: C4H11O4
Method: DFT, wB97M-V/def2-TZVPD

Cartesian coordinates (Å):
O1 -2.98 -1.06 -2.10
C1 -2.41 -0.78 -1.08
C2 -0.93 -0.37 -1.09
C3 -0.79 0.88 -0.14
C4 0.63 1.21 0.12
O2 1.13 0.30 1.08
H1 -2.75 -0.88 -0.05
H2 -0.58 -0.07 -2.18
H3 -0.21 -1.09 -0.77
H4 -1.47 1.65 -0.60
H5 -1.54 0.86 0.74
H6 1.25 1.05 -0.77
H7 0.74 2.25 0.54
H8 2.77 -2.43 -0.27
H9 1.73 -1.35 0.18
O3 2.02 -2.01 -0.52
H10 2.67 1.65 2.40
H11 1.39 1.10 2.50
O4 1.95 1.72 2.98

Calculated values
- HOMO: -3.864 eV
- LUMO level: 0.1369 Eh
- M: 123.13 g/mol
- Frontier orbital gap: 7.5898 eV
- Charge: -1

Computed relative energies in units of kcal/mol: P 6.4; Q 0.0

P.
Molecular formula: CH8O5
Method: DFT, wB97M-V/def2-TZVPD

Cartesian coordinates (Å):
O1 -1.23 -1.96 -0.16
C1 -0.16 -2.40 0.16
O2 0.97 -1.60 -0.10
H1 0.01 -3.41 0.60
H2 0.81 -1.75 -1.07
O3 0.56 1.12 -2.45
H3 1.45 1.49 -2.50
H4 0.05 1.94 -2.52
O4 1.41 2.17 0.62
H5 0.80 1.42 0.57
H6 1.00 2.80 1.22
O5 -1.79 -0.07 2.21
H7 -1.69 -0.56 1.38
H8 -2.20 0.80 2.06

Calculated values
- HOMO: -11.244 eV
- LUMO level: 0.0202 Eh
- M: 100.07 g/mol
- Frontier orbital gap: 11.7931 eV
- Charge: 0
- Structure (SMILES): O=CO.O.O.O

Q.
Molecular formula: CH8O5
Method: DFT, wB97M-V/def2-TZVPD

Cartesian coordinates (Å):
O1 -1.83 1.64 1.76
C1 -1.39 1.21 0.73
O2 -0.88 -0.05 0.40
H1 -1.15 1.84 -0.11
H2 -1.11 -0.33 -0.51
O3 -0.72 -1.35 -1.91
H3 -0.90 -1.66 -2.82
H4 0.08 -1.02 -1.96
O4 1.46 -1.78 -0.75
H5 1.09 -1.03 -0.10
H6 1.23 -2.53 -0.43
O5 1.69 1.97 1.91
H7 1.64 1.09 1.43
H8 0.78 2.01 2.35

Calculated values
- HOMO: -11.175 eV
- LUMO level: 0.0095 Eh
- M: 100.07 g/mol
- Frontier orbital gap: 11.4331 eV
- Charge: 0
- Structure (SMILES): O=CO.O.O.O

Computed relative energies in units of kcal/mol: P 0.0; Q 13.8

P.
Molecular formula: H41O20
Method: DFT, wB97M-V/def2-TZVPD

Cartesian coordinates (Å):
O1 0.41 3.89 -3.10
H1 1.44 1.31 2.82
O2 2.77 3.65 0.61
H2 3.53 4.07 0.24
H3 3.47 -1.34 3.64
O3 -3.10 1.25 1.07
H4 -2.32 0.67 1.25
H5 -3.79 0.59 1.12
O4 -0.78 -4.95 -0.81
H6 -1.72 -5.18 -0.93
H7 1.53 1.28 -4.88
O5 -0.68 -2.22 4.32
H8 -5.65 -0.75 1.08
H9 -0.42 -5.62 -1.41
O6 0.95 0.99 2.05
H10 3.28 1.46 0.00
H11 -0.30 -2.91 3.76
O7 -1.21 -0.63 1.43
H12 0.92 -1.14 0.90
H13 0.26 1.50 -0.76
O8 1.18 -3.04 -4.43
H14 1.53 -3.68 -3.79
H15 2.03 -2.76 -4.80
O9 -5.04 -0.78 0.32
H16 -5.02 -1.74 0.22
H17 0.14 -1.82 4.63
O10 0.75 5.15 0.53
H18 0.58 1.87 1.83
H19 0.27 4.57 -0.07
O11 -1.34 2.92 -0.12
H20 -2.20 2.50 -0.01
H21 -1.20 -1.08 2.28
O12 3.44 0.59 0.45
H22 3.95 0.13 -0.24
H23 -2.98 -1.02 -1.50
O13 -1.47 2.08 3.52
H24 -1.56 3.04 3.45
H25 -2.28 1.86 3.02
O14 2.44 -5.28 -0.46
H26 2.38 4.28 1.23
H27 1.75 -4.64 -0.21
O15 1.87 -1.10 1.08
H28 0.33 6.01 0.51
H29 0.32 2.92 -3.13
O16 1.02 1.22 -4.09
H30 -1.26 3.65 0.49
H31 1.55 1.20 -3.28
O17 -2.80 -0.61 -0.63
H32 -2.86 0.30 -0.98
H33 2.59 -4.97 -1.36
O18 1.07 1.64 -1.27
H34 -0.30 4.14 -3.71
H35 -1.62 -1.07 0.67
O19 2.67 -1.86 3.49
H36 2.39 0.18 0.50
H37 2.97 -2.76 3.67
O20 -2.40 -3.03 -3.25
H38 -1.57 -3.03 -3.74
H39 -3.03 -3.34 -3.91
H40 1.89 -1.11 2.06
H41 1.28 2.57 -1.37

Calculated values
- HOMO: -13.156 eV
- LUMO level: -0.1042 Eh
- M: 361.31 g/mol
- Frontier orbital gap: 10.3214 eV
- Charge: +1

Q.
Molecular formula: H41O20
Method: DFT, wB97M-V/def2-TZVPD

Cartesian coordinates (Å):
O1 1.69 4.89 1.46
H1 -0.84 -1.70 2.04
O2 3.70 4.00 -0.80
H2 3.65 4.45 -1.76
H3 2.99 4.57 -0.34
O3 4.64 -1.01 2.68
H4 3.86 -1.28 2.06
H5 4.08 -0.25 3.13
O4 2.77 -0.51 0.16
H6 3.75 -0.30 0.33
H7 1.33 -3.92 1.05
O5 -4.23 0.56 -3.75
H8 1.38 -0.75 -5.35
H9 2.95 -1.23 -0.53
O6 1.42 -0.99 -4.36
H10 -4.87 -2.28 -0.43
H11 1.66 -1.89 -4.54
O7 -4.27 -2.42 -1.20
H12 1.54 -3.16 -0.13
H13 2.36 2.72 0.36
O8 3.54 -3.82 -0.46
H14 2.65 -4.12 -0.67
H15 3.84 -4.59 -0.12
O9 -1.32 -1.75 -0.97
H16 -0.99 -1.56 0.21
H17 -4.20 0.24 -2.88
O10 -2.51 -4.13 0.58
H18 -3.45 -4.10 0.32
H19 -1.80 -4.08 -0.14
O11 -2.97 0.12 2.67
H20 -3.04 -0.73 3.02
H21 -4.77 -2.22 -2.00
O12 -0.34 0.14 -2.24
H22 0.45 -0.08 -2.83
H23 -0.23 0.79 -1.66
O13 0.13 2.45 -1.31
H24 0.59 2.45 -0.38
H25 -0.59 3.26 -0.98
O14 -0.61 -1.21 1.32
H26 -3.15 0.65 -0.54
H27 0.38 -0.78 1.42
O15 0.90 -3.38 0.52
H28 -2.27 0.59 2.89
H29 0.85 5.30 1.73
O16 -3.78 0.59 -1.22
H30 -2.29 -1.87 -1.18
H31 -4.02 1.53 -1.33
O17 -1.59 4.33 0.25
H32 -1.26 4.93 -0.22
H33 -2.21 3.70 -0.22
O18 1.48 2.40 0.89
H34 2.51 5.34 1.79
H35 1.53 1.49 0.99
O19 3.18 2.72 3.33
H36 2.97 3.62 3.60
H37 2.94 3.09 2.36
O20 -1.99 -3.10 2.96
H38 -1.57 -3.58 3.70
H39 -2.25 -3.67 2.27
H40 -3.37 0.63 -3.96
H41 -0.91 -1.09 -1.57

Calculated values
- HOMO: -13.257 eV
- LUMO level: -0.1022 Eh
- M: 361.31 g/mol
- Frontier orbital gap: 10.4759 eV
- Charge: +1

Computed relative energies in units of kcal/mol: P 0.0; Q 94.6